Record 1
Molecular formula: C2H10NO3
Method: DFT, ωB97M-V/def2-TZVPD

```
! RIJCOSX wB97M-V def2-TZVPD def2/J DEFGRID3
* xyz -1 1
C -0.309 0.603 -0.818
O -0.780 0.236 0.400
C 0.918 -0.279 -1.265
N 1.624 -0.906 -0.162
H -1.056 0.520 -1.643
H -0.037 1.685 -0.815
H 0.657 -1.063 -1.972
H 1.628 0.377 -1.793
H 1.681 -0.257 0.605
H 1.009 -1.597 0.248
H 1.386 1.964 1.683
H 0.100 0.943 1.574
O 0.898 1.256 2.127
H -2.685 -1.728 0.101
H -2.197 -0.497 0.773
O -2.838 -1.257 0.957
*
```

Summary:
Relative energy (zero: lowest compared OMol25 entry of this formula, charge and spin) in eV: 0.277
HOMO in Eh: -0.148

=====

Record 2
Molecular formula: C4H10NO5PS
Method: DFT, ωB97M-V/def2-TZVPD

```
! RIJCOSX wB97M-V def2-TZVPD def2/J DEFGRID3
* xyz -2 1
C -1.991 -0.437 -1.327
C -1.885 0.038 0.123
C -1.750 -1.166 1.082
O -2.801 0.947 0.471
P -0.155 0.986 0.122
O 0.115 2.129 -0.810
O 0.150 1.158 1.539
N 1.173 -0.134 -0.516
S 2.715 0.042 0.073
C 3.011 1.848 0.290
O 3.626 -0.506 -0.990
O 2.908 -0.590 1.371
H -1.454 0.328 -1.893
H -1.456 -1.397 -1.638
H -3.080 -0.673 -1.308
H -1.676 -0.756 2.024
H -2.695 -1.707 0.873
H -0.906 -1.661 0.608
H 1.118 -0.136 -1.546
H 3.830 2.058 0.943
H 2.710 2.517 -0.532
H 2.138 1.735 0.957
*
```

Summary:
Relative energy (zero: lowest compared OMol25 entry of this formula, charge and spin) in eV: 2.468
HOMO in Eh: 0.016
Structure (SMILES): CC(C)([O-])[P@@](=O)([O-])NS(C)(=O)=O

=====

Record 3
Molecular formula: C7H11I2O2S
Method: DFT, ωB97M-V/def2-TZVPD

```
! RIJCOSX wB97M-V def2-TZVPD def2/J DEFGRID3
* xyz -1 1
C -0.024 2.065 0.876
C -0.833 1.085 1.879
C -0.195 1.761 -0.658
C -0.632 -0.387 1.321
C 0.216 0.337 -0.980
C -0.648 -0.609 -0.248
C -0.120 -2.045 -0.339
O -0.458 -2.997 0.303
O 1.914 -3.562 -1.284
S 1.387 -2.210 -1.493
I -0.796 -2.445 -3.013
I 3.765 -0.813 -0.935
H -0.357 3.100 1.003
H 1.046 1.926 1.271
H -0.394 1.243 2.964
H -1.865 1.281 1.858
H -1.209 2.055 -0.954
H 0.494 2.420 -1.293
H 0.482 -0.712 1.592
H -1.320 -1.064 1.676
H -0.012 0.052 -2.014
H 1.250 0.145 -0.847
H -1.692 -0.625 -0.686
*
```

Summary:
Relative energy (zero: lowest compared OMol25 entry of this formula, charge and spin) in eV: 0.000
HOMO (alpha / beta) in Eh: -0.160 / -0.160

=====

Record 4
Molecular formula: C35H58N5S
Method: DFT, ωB97M-V/def2-TZVPD

```
! RIJCOSX wB97M-V def2-TZVPD def2/J DEFGRID3
* xyz 1 1
C 1.934 1.161 -0.902
C 2.858 2.352 -1.216
C 2.119 3.695 -1.168
C 1.428 3.995 -2.510
C 1.222 5.482 -2.835
C 0.498 6.318 -1.770
C -0.794 5.661 -1.291
C -1.758 6.608 -0.555
C -3.236 6.260 -0.777
C -3.758 5.041 -0.006
C -3.253 3.690 -0.513
C -3.944 2.509 0.173
C -3.137 1.203 0.060
C -3.644 0.222 -1.022
C -2.450 -0.206 -1.867
S -2.998 -1.415 -3.149
H 2.216 0.263 -1.453
H 0.908 1.406 -1.200
H 1.949 0.940 0.165
H 3.305 2.224 -2.204
H 3.678 2.344 -0.497
H 1.365 3.613 -0.381
H 2.798 4.507 -0.904
H 0.476 3.458 -2.580
H 2.064 3.570 -3.294
H 2.199 5.920 -3.049
H 0.626 5.554 -3.750
H 1.160 6.550 -0.932
H 0.240 7.281 -2.222
H -1.312 5.222 -2.151
H -0.535 4.838 -0.628
H -1.590 7.621 -0.929
H -1.551 6.599 0.518
H -3.419 6.102 -1.845
H -3.846 7.116 -0.480
H -3.485 5.129 1.051
H -4.852 5.042 -0.041
H -2.186 3.615 -0.306
H -3.378 3.626 -1.601
H -4.047 2.751 1.226
H -4.946 2.376 -0.239
H -2.096 1.453 -0.171
H -3.117 0.682 1.018
H -4.366 0.727 -1.667
H -4.123 -0.645 -0.567
H -2.026 0.633 -2.417
H -1.670 -0.703 -1.293
H -2.071 -1.233 -4.109
H -2.441 -2.549 -2.663
N 2.243 -1.284 3.807
C 1.407 -0.221 3.997
C 0.498 -0.215 2.967
C 0.807 -1.321 2.125
C 1.887 -1.958 2.675
H 3.010 -1.528 4.406
H 1.533 0.440 4.837
H -0.290 0.508 2.834
H 0.305 -1.618 1.218
H 2.436 -2.826 2.350
N -1.481 1.700 6.960
C -1.436 1.282 5.660
C -2.193 2.150 4.920
C -2.714 3.130 5.808
C -2.256 2.823 7.061
H -1.018 1.250 7.728
H -0.882 0.407 5.370
H -2.350 2.090 3.859
H -3.349 3.964 5.558
H -2.414 3.307 8.009
N 2.120 -5.786 3.074
C 2.007 -6.934 3.809
C 2.646 -7.933 3.127
C 3.166 -7.366 1.932
C 2.826 -6.041 1.928
H 1.739 -4.894 3.334
H 1.486 -6.943 4.751
H 2.734 -8.958 3.448
H 3.728 -7.874 1.166
H 3.029 -5.263 1.211
N -1.111 -4.639 -1.773
C -0.890 -4.519 -0.424
C 0.366 -4.003 -0.257
C 0.925 -3.800 -1.549
C -0.007 -4.202 -2.466
H -1.942 -5.020 -2.189
H -1.635 -4.815 0.294
H 0.840 -3.803 0.689
H 1.906 -3.418 -1.778
H 0.025 -4.229 -3.543
N 4.271 -6.671 -5.364
C 3.452 -7.110 -4.362
C 2.705 -6.044 -3.936
C 3.094 -4.918 -4.714
C 4.062 -5.339 -5.586
H 4.933 -7.240 -5.859
H 3.469 -8.136 -4.037
H 1.968 -6.066 -3.152
H 2.712 -3.913 -4.641
H 4.617 -4.807 -6.339
*
```

Summary:
HOMO in Eh: -0.361

=====

Record 5
Molecular formula: H4O2
Method: DFT, ωB97M-V/def2-TZVPD

```
! RIJCOSX wB97M-V def2-TZVPD def2/J DEFGRID3
* xyz 0 1
O -0.246 1.692 -0.085
H 0.048 2.400 -0.603
H -1.266 1.667 -0.213
O 0.230 -1.819 0.072
H 0.661 -2.092 0.901
H 0.681 -0.956 0.016
*
```

Summary:
Relative energy (zero: lowest compared OMol25 entry of this formula, charge and spin) in eV: 0.315
HOMO in Eh: -0.414
Structure (SMILES): O.O

=====

Record 6
Molecular formula: C4H5NO
Method: DFT, ωB97M-V/def2-TZVPD

```
! RIJCOSX wB97M-V def2-TZVPD def2/J DEFGRID3
* xyz 0 1
O 1.347 -0.229 -1.100
C 1.499 0.519 -0.155
N 0.659 0.550 0.959
C -0.395 -0.451 0.745
C -1.370 0.144 -0.200
C -0.583 -0.794 -0.664
H 2.273 1.288 -0.202
H 0.052 1.359 0.720
H -0.566 -1.173 1.547
H -2.394 0.405 -0.312
H -0.521 -1.619 -1.337
*
```

Summary:
Relative energy (zero: lowest compared OMol25 entry of this formula, charge and spin) in eV: 4.091
HOMO in Eh: -0.322
Structure (SMILES): O=CNC1C=C1

=====

Record 7
Molecular formula: C3H11NS2
Method: DFT, ωB97M-V/def2-TZVPD

```
! RIJCOSX wB97M-V def2-TZVPD def2/J DEFGRID3
* xyz 0 1
C -1.228 -1.196 -1.154
C -1.262 -0.077 -0.128
N -2.171 1.014 -0.536
H -0.995 -0.812 -2.141
H -0.473 -1.931 -0.865
H -2.173 -1.738 -1.181
H -1.531 -0.499 0.846
H -0.260 0.347 -0.068
H -2.401 1.555 0.294
H -3.072 0.625 -0.799
C 2.136 0.861 1.697
S 2.459 1.142 -0.076
S 2.891 -0.765 -0.656
H 1.239 0.272 1.831
H 2.040 1.831 2.174
H 3.034 0.406 2.103
H 1.766 -1.034 -1.341
*
```

Summary:
Relative energy (zero: lowest compared OMol25 entry of this formula, charge and spin) in eV: 0.151
HOMO in Eh: -0.329
Structure (SMILES): CCN.CSS

=====

Record 8
Molecular formula: C52H45BBr2CsN11OS
Method: DFT, ωB97M-V/def2-TZVPD

```
! RIJCOSX wB97M-V def2-TZVPD def2/J DEFGRID3
* xyz -2 1
Cs 1.180 -0.646 -0.350
C -1.565 0.673 6.313
C -0.930 1.038 5.010
C -0.251 2.197 4.704
C 0.113 2.044 3.353
N -0.305 0.876 2.882
N -0.946 0.263 3.899
B -1.695 -1.095 3.745
N -2.880 -0.983 2.763
N -2.723 -0.815 1.433
C -3.938 -0.774 0.909
C -4.917 -0.894 1.919
C -4.197 -1.031 3.085
C -4.719 -1.217 4.472
C -4.127 -0.636 -0.547
C -5.404 -0.674 -1.105
C -5.583 -0.563 -2.476
C -4.483 -0.421 -3.312
C -3.206 -0.385 -2.764
C -3.030 -0.483 -1.393
N -0.759 -2.270 3.394
N -0.403 -2.561 2.126
C 0.338 -3.656 2.182
C 0.482 -4.092 3.515
C -0.236 -3.178 4.254
C -0.426 -3.119 5.734
C 0.928 -4.211 0.952
C 0.326 -3.987 -0.285
C 0.948 -4.395 -1.456
C 2.165 -5.063 -1.401
C 2.759 -5.320 -0.172
C 2.145 -4.889 0.994
C 0.794 3.020 2.485
C 1.524 4.080 3.024
C 2.124 5.018 2.199
C 2.003 4.912 0.819
C 1.282 3.858 0.277
C 0.682 2.920 1.103
H -1.364 1.465 7.035
H -2.647 0.559 6.224
H -1.176 -0.264 6.714
H -0.079 3.035 5.359
H -2.159 -1.325 4.829
H -5.990 -0.895 1.825
H -5.808 -1.243 4.438
H -4.366 -2.149 4.916
H -4.418 -0.406 5.139
H -6.265 -0.803 -0.460
H -6.583 -0.599 -2.893
H -4.616 -0.351 -4.385
H -2.329 -0.311 -3.396
H -2.036 -0.447 -0.973
H 1.021 -4.947 3.887
H 0.139 -3.928 6.199
H -0.065 -2.175 6.147
H -1.475 -3.221 6.018
H -0.617 -3.455 -0.326
H 0.497 -4.155 -2.411
H 2.665 -5.355 -2.316
H 3.725 -5.807 -0.120
H 2.642 -5.037 1.946
H 1.628 4.162 4.099
H 2.690 5.834 2.636
H 2.471 5.646 0.171
H 1.186 3.754 -0.797
H 0.092 2.114 0.689
Br -5.132 6.045 1.511
C -4.012 4.581 1.051
C -3.945 3.481 1.880
C -3.117 2.439 1.478
N -2.404 2.465 0.361
C -2.470 3.538 -0.419
C -3.278 4.633 -0.117
C -1.632 3.505 -1.668
C -1.523 4.619 -2.500
C -0.766 4.490 -3.647
Br -0.588 5.983 -4.809
C -0.149 3.296 -3.960
C -0.303 2.251 -3.054
N -1.014 2.359 -1.936
H -4.509 3.422 2.799
H -3.017 1.543 2.079
H -3.349 5.495 -0.761
H -2.001 5.559 -2.272
H 0.432 3.170 -4.861
H 0.127 1.265 -3.238
C 3.729 2.647 -2.184
S 3.792 1.024 -1.407
C 5.467 1.148 -0.789
O 2.906 1.175 -0.206
H 4.527 2.746 -2.921
H 3.816 3.397 -1.398
H 2.763 2.735 -2.678
H 6.159 1.215 -1.629
H 5.652 0.239 -0.223
H 5.522 2.029 -0.151
N 6.236 -5.241 0.888
C 5.953 -4.353 0.190
N 5.746 -3.387 -0.666
C 4.784 -2.524 -0.559
N 3.976 -1.681 -0.575
C 0.161 -0.966 -3.358
C -0.328 -1.641 -4.267
C -0.812 -2.490 -5.311
C -2.060 -3.124 -5.232
C -2.516 -3.945 -6.251
C -1.743 -4.163 -7.385
C -0.502 -3.545 -7.480
C -0.044 -2.723 -6.463
H -2.664 -2.965 -4.347
H -3.484 -4.424 -6.154
H -2.100 -4.808 -8.179
H 0.120 -3.708 -8.353
H 0.926 -2.248 -6.534
*
```

Summary:
Relative energy (zero: lowest compared OMol25 entry of this formula, charge and spin) in eV: 0.725
HOMO in Eh: -0.114

=====

DFT total energy per entry: -362.697208 -1328.899145 -1417.427176 -2040.070995 -152.863344 -285.264235 -972.012586 -8277.435889 Ha